Computed, not measured: 12 unconnected molecules or ions with the total composition C26H59Cl14N3O5 at a distorted geometry, with ωB97M-V/def2-TZVPD.

2S+1: 2
⟨S²⟩: 0.750
E_tot: -217941.7832 eV
E_HOMO (spin up / spin down): 0.40 / -7.02 eV
E_LUMO (spin up / spin down): 0.06288 / 0.06045 hartree
F_max: 5.4 eV Å⁻¹
charge: -1

Structure (XYZ):
```
107
Properties=species:S:1:pos:R:3:mulliken_spin:R:1
Cl -0.80 -3.86 -0.77 0.19
C -1.53 -5.48 -0.92 -0.64
C -0.81 -6.43 0.13 0.07
Cl -1.39 -8.03 -0.11 -0.05
H -1.51 -5.86 -1.94 0.02
H -2.60 -5.37 -0.74 0.07
H -0.97 -6.21 1.18 0.05
H 0.24 -6.61 -0.09 0.03
Cl -5.14 -3.71 -0.73 -0.01
C -5.61 -2.81 -2.20 0.04
C -4.30 -2.65 -2.94 0.02
Cl -4.50 -1.49 -4.26 -0.01
H -5.93 -1.81 -1.89 0.03
H -6.44 -3.27 -2.73 -0.04
H -3.87 -3.60 -3.26 0.01
H -3.52 -2.24 -2.30 -0.03
Cl 3.17 0.11 -2.54 -0.07
C 2.69 0.76 -4.14 -0.12
C 1.90 -0.39 -4.76 0.32
Cl 1.25 0.22 -6.32 -0.05
H 3.57 0.93 -4.76 0.00
H 2.01 1.60 -4.05 0.03
H 0.97 -0.52 -4.21 0.23
H 2.45 -1.32 -4.89 -0.22
Cl -2.15 -2.67 1.98 0.11
C -1.71 -2.89 3.66 -0.09
C -2.75 -2.36 4.62 -0.04
Cl -3.03 -0.59 4.33 -0.02
H -0.72 -2.46 3.76 0.04
H -1.68 -3.96 3.88 0.00
H -2.38 -2.34 5.64 0.01
H -3.69 -2.91 4.51 -0.01
Cl -4.94 2.62 3.24 -0.02
C -5.27 1.84 1.72 0.02
C -4.46 0.65 1.31 0.14
Cl -4.78 0.05 -0.32 -0.06
H -5.18 2.61 0.95 0.00
H -6.32 1.54 1.64 -0.01
H -4.80 -0.13 1.99 0.00
H -3.38 0.75 1.42 0.00
Cl 3.03 -1.19 5.31 -0.01
C 3.55 -2.58 4.19 0.03
C 2.33 -3.22 3.47 0.05
Cl 1.20 -3.91 4.70 -0.02
H 4.18 -3.29 4.73 -0.01
H 4.23 -2.22 3.41 0.00
H 2.64 -3.89 2.67 -0.01
H 1.79 -2.50 2.86 0.01
Cl 7.66 1.09 1.97 -0.02
C 5.95 1.57 2.31 0.03
C 5.00 1.00 1.22 0.00
Cl 4.92 -0.78 1.25 -0.01
H 5.96 2.65 2.22 -0.01
H 5.64 1.29 3.32 0.01
H 5.36 1.27 0.23 0.01
H 3.95 1.29 1.25 0.01
C 3.25 4.01 -1.52 0.02
C 2.28 3.76 -0.29 -0.20
C 2.70 4.60 0.87 0.00
O 0.90 4.04 -0.71 0.02
H 4.02 3.26 -1.33 0.01
H 3.64 5.02 -1.56 -0.03
H 2.83 3.74 -2.49 0.04
H 2.25 2.71 0.02 0.07
H 2.05 4.52 1.75 0.01
H 2.81 5.67 0.65 0.00
H 3.70 4.26 1.14 0.02
H 0.51 4.60 -0.04 0.00
C -0.75 -0.12 -1.24 0.76
C -0.33 0.14 0.24 -0.09
C 1.08 -0.33 0.63 0.42
O -0.50 1.56 0.52 -0.05
H -1.83 -0.01 -1.40 0.06
H -0.41 -1.09 -1.61 -0.31
H -0.24 0.61 -1.87 -0.11
H -1.01 -0.34 0.94 -0.03
H 1.02 -1.41 0.68 -0.06
H 1.49 0.04 1.57 0.00
H 1.83 -0.08 -0.11 -0.04
H 0.11 2.17 0.08 0.00
O 3.86 -5.03 -0.84 -0.15
C 3.09 -4.35 -1.55 0.64
N 3.12 -4.47 -2.85 0.47
C 2.31 -3.23 -0.89 0.25
H 3.81 -5.08 -3.26 -0.22
H 2.60 -3.78 -3.38 -0.16
H 1.83 -2.64 -1.67 0.00
H 3.03 -2.72 -0.25 -0.20
H 1.61 -3.79 -0.27 -0.18
O -2.66 4.44 -4.29 -0.04
C -2.04 4.08 -3.28 0.11
N -1.22 4.90 -2.78 -0.03
C -2.36 2.77 -2.60 -0.05
H -0.84 4.64 -1.88 0.00
H -1.21 5.82 -3.21 0.00
H -1.72 2.63 -1.73 -0.01
H -2.03 1.90 -3.16 0.02
H -3.40 2.63 -2.31 0.00
O -0.68 5.41 0.79 -0.03
C -1.73 4.89 1.27 0.00
N -2.88 5.10 0.66 0.01
C -1.65 4.06 2.54 0.10
H -2.94 5.88 0.02 0.00
H -3.67 4.75 1.19 -0.01
H -1.69 4.54 3.52 -0.02
H -0.76 3.44 2.52 0.01
H -2.67 3.66 2.56 -0.03
```

Computed, not measured: 2 unconnected molecules or ions with the total composition C5H16NO at a distorted geometry, with ωB97M-V/def2-TZVPD.

energy above the lowest of the compared OMol25 structures with the same formula, charge and spin: 40.3 kcal/mol
E_tot: -8974.7685 eV
E_HOMO: -14.35 eV
E_LUMO: -0.11744 hartree
F_max: 3.5 eV Å⁻¹
charge: +1

Structure (XYZ):
```
23
Properties=species:S:1:pos:R:3:mulliken_charge:R:1
C -1.13 0.24 -0.59 -0.66
C -1.31 0.69 0.97 -0.58
C -0.17 0.33 1.87 -0.66
C 1.26 0.83 1.57 -0.88
C 1.64 2.08 0.62 -0.81
N -0.19 -0.94 -0.50 -0.16
H -0.79 1.02 -1.28 0.38
H -2.07 -0.18 -0.89 0.39
H -1.36 1.76 0.97 0.36
H -2.26 0.20 1.25 0.38
H -0.51 1.02 2.65 0.33
H -0.07 -0.69 2.24 0.28
H 1.90 0.90 2.44 0.52
H 1.93 -0.02 1.17 0.50
H 0.66 2.61 0.48 0.26
H 2.15 1.65 -0.23 0.22
H 2.30 2.73 1.20 0.33
H 0.73 -0.74 -0.10 0.10
H -0.70 -1.75 -0.13 0.37
H 0.07 -1.27 -1.46 0.38
H 0.29 -2.70 -3.84 0.32
H -0.97 -3.12 -3.15 0.30
O -0.23 -2.51 -3.04 -0.64
```

Computed, not measured: 12 unconnected molecules or ions with the total composition C33H56BN11O, with ωB97M-V/def2-TZVPD.

E_tot: -54239.6179 eV
E_HOMO: -9.88 eV
E_LUMO: 0.01184 hartree
F_max: 1.0 eV Å⁻¹
structure (SMILES): CCCCCCCCBC[C@H]1CO1.CC#N.CC#N.CC#N.CC#N.CC#N.CC#N.CC#N.CC#N.CC#N.CC#N.CC#N
charge: 0

Structure (XYZ):
```
102
Properties=species:S:1:pos:R:3:mulliken_charge:R:1
C 3.04 -3.09 0.08 -1.03
C 1.96 -2.03 0.35 -0.41
C 2.33 -0.63 -0.15 -0.66
C 1.21 0.15 -0.86 -0.68
C 0.61 1.32 -0.07 -0.92
C -0.84 1.19 0.38 0.89
C -1.30 -0.12 1.01 0.40
C -2.69 -0.44 0.49 -0.90
B -2.75 -0.75 -1.02 0.37
C -4.09 -1.03 -1.80 -0.30
C -5.01 -1.93 -1.02 -0.10
C -5.87 -1.38 0.01 -0.49
O -6.40 -1.83 -1.23 -0.50
H 3.41 -3.50 1.02 0.21
H 2.61 -3.94 -0.44 0.15
H 3.88 -2.69 -0.46 0.38
H 1.73 -2.00 1.41 0.38
H 1.04 -2.34 -0.14 0.17
H 2.66 -0.03 0.69 0.22
H 3.18 -0.72 -0.82 0.52
H 0.43 -0.53 -1.20 0.13
H 1.65 0.57 -1.77 0.55
H 0.62 2.19 -0.72 -0.18
H 1.26 1.56 0.77 0.66
H -1.48 1.42 -0.47 -0.85
H -1.01 1.99 1.10 0.19
H -1.35 -0.02 2.09 -0.12
H -0.61 -0.94 0.81 -0.15
H -3.12 -1.29 1.04 0.45
H -3.35 0.40 0.72 0.16
H -1.73 -0.74 -1.65 -0.27
H -3.90 -1.52 -2.75 0.21
H -4.66 -0.11 -1.96 0.20
H -4.63 -2.92 -0.83 0.46
H -6.08 -2.04 0.84 0.33
H -5.92 -0.31 0.14 0.19
C -0.24 4.64 -2.68 -0.83
C -0.57 3.25 -2.93 0.45
N -0.83 2.15 -3.12 -0.29
H 0.85 4.72 -2.71 0.15
H -0.69 5.28 -3.44 0.38
H -0.61 4.93 -1.70 0.20
C -4.33 2.85 -1.52 0.25
C -3.34 3.47 -0.66 0.32
N -2.55 3.95 0.02 -0.43
H -4.68 1.92 -1.07 -0.26
H -5.18 3.52 -1.65 0.50
H -3.89 2.62 -2.49 -0.32
C -2.42 2.04 4.01 -0.90
C -3.10 0.76 3.89 0.36
N -3.61 -0.27 3.82 -0.55
H -1.36 1.91 3.82 0.35
H -2.84 2.75 3.30 0.36
H -2.55 2.44 5.02 0.45
C 1.93 -7.49 -0.47 -0.84
C 3.06 -7.00 0.29 0.39
N 3.96 -6.60 0.88 -0.39
H 1.73 -8.53 -0.21 0.34
H 1.04 -6.90 -0.24 0.26
H 2.14 -7.42 -1.54 0.26
C -2.24 -0.11 -5.51 -0.87
C -3.35 0.72 -5.08 0.44
N -4.23 1.37 -4.72 -0.46
H -2.15 -0.97 -4.85 0.22
H -2.39 -0.44 -6.53 0.37
H -1.32 0.47 -5.45 0.26
C -1.36 -1.91 6.98 -0.84
C -0.85 -0.87 6.10 0.37
N -0.45 -0.05 5.41 -0.38
H -1.36 -2.87 6.45 0.26
H -0.74 -1.98 7.87 0.32
H -2.38 -1.67 7.27 0.26
C -4.89 4.20 -5.32 -0.90
C -3.91 4.83 -4.46 0.46
N -3.13 5.33 -3.77 -0.43
H -5.24 3.27 -4.87 0.32
H -5.74 4.86 -5.46 0.33
H -4.44 3.97 -6.28 0.28
C 6.67 -3.27 1.39 -0.49
C 6.41 -2.06 0.63 0.37
N 6.21 -1.10 0.03 -0.40
H 5.75 -3.86 1.46 0.14
H 7.43 -3.87 0.89 0.09
H 7.02 -3.02 2.39 0.32
C 10.11 -6.55 0.99 -0.83
C 9.40 -5.91 2.08 0.39
N 8.84 -5.40 2.95 -0.40
H 10.64 -5.80 0.41 0.27
H 10.82 -7.27 1.39 0.33
H 9.40 -7.07 0.35 0.27
C -1.32 6.12 3.64 -0.55
C -1.72 5.42 4.84 0.41
N -2.03 4.86 5.79 -0.45
H -1.91 7.03 3.52 0.28
H -0.27 6.40 3.71 0.26
H -1.46 5.49 2.76 0.08
C 4.08 3.14 -1.21 -0.41
C 3.57 4.13 -2.15 0.41
N 3.17 4.90 -2.90 -0.49
H 4.46 3.64 -0.33 0.31
H 3.27 2.46 -0.92 -0.10
H 4.87 2.56 -1.68 0.29
```

Computed, not measured: a molecular structure, C7H12N3 at a distorted geometry, with ωB97M-V/def2-TZVPD.

energy above the lowest of the compared OMol25 structures with the same formula, charge and spin: 184.5 kcal/mol
E_tot: -11910.5423 eV
E_HOMO (spin up / spin down): -13.03 / -13.03 eV
E_LUMO (spin up / spin down): -0.16006 / -0.16009 hartree
F_max: 4.5 eV Å⁻¹
charge: +1

Structure (XYZ):
```
22
Properties=species:S:1:pos:R:3:mulliken_charge:R:1
C -1.67 -2.82 -2.48 -0.32
C -2.27 -1.53 -2.73 0.13
C -1.24 -2.66 -1.11 -0.13
C 0.33 2.12 2.44 -0.60
C 1.74 2.64 2.30 -0.62
C 1.00 2.11 1.12 0.02
C 0.60 -0.06 0.06 0.09
N 0.62 -0.96 -0.87 -0.41
N 1.46 0.87 0.45 -0.17
N -2.53 -2.03 -1.53 -0.24
H -1.85 -3.66 -3.04 0.30
H -2.94 -1.12 -3.46 0.31
H -1.30 -3.60 -0.51 0.31
H -0.20 -1.83 -0.80 0.26
H 0.06 1.19 3.02 0.27
H -0.36 2.81 2.58 0.30
H 1.68 3.73 2.41 0.24
H 2.56 2.04 2.64 0.30
H 0.77 2.90 0.27 0.26
H -0.34 -0.08 0.65 0.28
H 1.48 -0.99 -1.40 0.16
H 2.38 0.94 0.00 0.26
```

Computed, not measured: a single C8H21NO2Si molecule at a distorted geometry, with ωB97M-V/def2-TZVPD.

energy above the lowest of the compared OMol25 structures with the same formula, charge and spin: 0.0 kcal/mol
E_tot: -22101.8205 eV
E_HOMO: -9.30 eV
E_LUMO: 0.03252 hartree
F_max: 1.4 eV Å⁻¹
structure (SMILES): CCO[Si](C)(CCCN)OCC
charge: 0

Structure (XYZ):
```
33
Properties=species:S:1:pos:R:3:mulliken_charge:R:1
C -3.40 1.86 0.46 -1.02
C -2.40 1.83 -0.71 -0.17
O -1.04 1.79 -0.31 -0.42
Si -0.36 0.48 0.51 0.33
C -0.32 0.93 2.32 -1.02
C 1.43 0.24 -0.02 -0.71
C 1.61 0.18 -1.54 -0.60
C 3.03 -0.21 -1.98 -0.55
N 4.09 0.59 -1.37 -0.67
O -1.29 -0.86 0.32 -0.33
C -1.01 -2.01 1.11 -0.21
C -0.78 -3.22 0.19 -1.16
H -4.38 2.25 0.14 0.39
H -3.07 2.58 1.22 0.25
H -3.42 0.86 0.90 0.21
H -2.53 2.72 -1.33 0.36
H -2.54 0.97 -1.36 0.22
H 0.49 1.65 2.44 0.33
H -1.24 1.43 2.65 0.27
H -0.15 0.07 2.95 0.33
H 2.04 1.05 0.36 0.45
H 1.78 -0.69 0.45 0.40
H 0.89 -0.52 -1.96 0.33
H 1.32 1.15 -1.96 0.31
H 3.09 -0.10 -3.09 0.36
H 3.19 -1.26 -1.73 0.32
H 5.01 0.18 -1.57 0.25
H 4.10 0.50 -0.37 0.23
H -0.12 -1.81 1.73 0.31
H -1.88 -2.12 1.75 0.32
H -0.41 -4.10 0.73 0.36
H -1.69 -3.45 -0.35 0.31
H -0.03 -2.96 -0.57 0.23
```

Computed, not measured: a molecular structure, C30H27Cl2MnN10O2Se, with ωB97M-V/def2-TZVPD.

energy above the lowest of the compared OMol25 structures with the same formula, charge and spin: 0.0 kcal/mol
2S+1: 2
⟨S²⟩: 0.798
E_tot: -172254.3468 eV
E_HOMO (spin up / spin down): -9.78 / -9.78 eV
E_LUMO (spin up / spin down): -0.11159 / -0.11163 hartree
F_max: 0.8 eV Å⁻¹
charge: +1

Structure (XYZ):
```
73
Properties=species:S:1:pos:R:3:mulliken_spin:R:1
Mn -0.50 -0.30 1.16 1.03
C -2.25 -4.94 3.28 0.00
N -1.03 -4.19 3.01 0.00
C -0.01 -4.96 2.32 0.00
C -1.08 -2.85 2.74 -0.01
N -0.40 -2.24 1.84 0.00
N -1.91 -2.14 3.60 0.00
C -2.42 -0.87 3.43 0.01
N -3.34 -0.52 4.37 0.00
N -2.06 -0.11 2.46 -0.02
H -1.99 -5.84 3.84 0.00
H -2.74 -5.24 2.35 0.00
H -2.96 -4.37 3.87 0.00
H 0.06 -5.94 2.79 0.00
H 0.96 -4.48 2.40 0.00
H -0.25 -5.11 1.26 0.00
H 0.05 -2.90 1.20 0.01
H -2.11 -2.59 4.48 0.00
H -3.67 -1.17 5.06 0.00
H -3.69 0.42 4.41 0.00
H -2.58 0.76 2.45 0.00
Se 4.06 5.82 1.57 0.00
N 2.37 5.59 1.05 0.00
C 2.07 4.35 1.28 0.00
C 0.77 3.76 0.94 0.00
C -0.26 4.48 0.34 0.00
C -1.41 3.82 -0.03 0.00
C -1.49 2.45 0.20 -0.01
N -0.54 1.76 0.80 0.01
C 0.58 2.40 1.18 0.00
C 1.61 1.59 1.85 -0.01
N 1.27 0.33 2.14 -0.01
C 2.17 -0.45 2.72 0.01
C 3.45 -0.01 3.04 0.00
C 3.80 1.29 2.76 0.01
C 2.86 2.12 2.16 0.00
C 3.11 3.53 1.86 0.00
N 4.24 4.13 2.09 0.00
H -0.12 5.54 0.15 0.00
H -2.22 4.34 -0.52 0.00
H -2.36 1.89 -0.13 0.00
H 1.86 -1.46 2.94 0.00
H 4.15 -0.69 3.51 0.00
H 4.78 1.69 3.01 0.00
Cl -1.27 2.13 -3.17 0.00
C 0.45 1.91 -3.01 0.00
C 1.11 2.72 -2.10 0.00
C 2.48 2.66 -1.97 0.00
C 3.20 1.77 -2.76 0.00
C 2.53 0.96 -3.66 0.00
Cl 3.45 -0.15 -4.63 0.00
C 1.13 0.99 -3.81 0.00
N 0.52 0.18 -4.74 0.00
C -0.73 -0.49 -4.60 0.00
C -1.68 -0.32 -5.61 0.00
C -2.91 -0.93 -5.53 0.00
C -3.23 -1.69 -4.41 0.00
C -2.28 -1.88 -3.42 0.00
C -1.02 -1.30 -3.51 0.00
C 0.03 -1.63 -2.47 0.00
C -0.21 -1.04 -1.10 0.00
O 0.72 -0.44 -0.49 -0.01
O -1.32 -1.20 -0.50 0.01
H 0.53 3.43 -1.53 0.00
H 3.00 3.30 -1.27 0.00
H 4.27 1.70 -2.70 0.00
H 1.12 -0.17 -5.47 0.00
H -1.43 0.32 -6.45 0.00
H -3.64 -0.79 -6.32 0.00
H -4.20 -2.16 -4.33 0.00
H -2.52 -2.49 -2.56 0.00
H 1.02 -1.35 -2.79 0.00
H 0.04 -2.72 -2.32 0.00
```